Entry 1:
# C30H32F11O29PS

9 unconnected molecules or ions with the total composition C30H32F11O29PS in a non-equilibrium geometry (ωB97M-V with the def2-TZVPD basis set, OMol25).

**2S+1**: 1
**Calculated total energy**: -141014.5545 eV
**Charge**: 0
**Orbital gap**: 0.286 hartree
**E_LUMO**: -1.2 eV
**SMILES**: CP(C)[C@H]1OC(=O)O[C@H]1S(=O)(=O)C(F)(F)F.O=C1OC[C@@H](F)O1.O=C1OC[C@@H](F)O1.O=C1OC[C@@H](F)O1.O=C1OC[C@@H](F)O1.O=C1OC[C@@H](F)O1.O=C1OC[C@@H](F)O1.O=C1OC[C@@H](F)O1.O=C1OC[C@@H](F)O1

```
104
Properties=species:S:1:pos:R:3:lowdin_charge:R:1
C 1.80548 5.02425 -4.37682 -0.295
P 0.41860 3.76377 -4.00786 0.924
C -1.27991 4.31141 -4.68915 -0.308
C 0.41998 3.52896 -2.11197 -0.396
O -0.84743 3.39037 -1.37660 -0.047
C -0.35333 3.10324 0.01084 -0.191
O -0.74515 3.63669 1.17737 0.045
O 0.73674 2.10984 -0.25748 -0.046
C 1.29055 2.21348 -1.64750 -0.248
S 0.93879 0.53660 -2.40636 0.926
O 1.37252 -0.52817 -1.32470 -0.366
O -0.60527 0.28214 -2.61090 -0.345
C 1.95628 0.13958 -3.93964 -0.279
F 1.73782 -1.30478 -4.32502 0.015
F 3.39327 0.39123 -3.60064 0.004
F 1.60280 0.93341 -5.13917 -0.003
H 1.84708 5.86767 -3.54593 0.061
H 2.83004 4.41798 -4.35217 0.033
H 1.69819 5.44152 -5.46887 0.065
H -1.07847 4.73126 -5.78836 0.063
H -1.81190 5.15914 -4.07657 0.059
H -1.96574 3.35270 -4.85518 0.066
H 0.93638 4.42080 -1.54476 0.149
H 2.43442 2.44299 -1.73841 0.158
C -2.70233 1.10774 2.02059 -0.061
C -1.92363 0.01595 2.67122 -0.317
O -2.81681 -1.07450 2.66531 0.127
C -3.61012 -0.87708 1.57519 -0.488
O -4.31827 -1.73754 1.07923 0.133
O -3.50973 0.40179 1.09989 0.077
F -1.63885 0.32622 3.95585 0.085
H -3.34317 1.64874 2.72489 0.158
H -2.05967 1.82775 1.50681 0.109
H -1.00511 -0.25760 2.14111 0.184
C -4.88847 -3.68625 -1.71531 -0.073
C -4.36549 -3.04471 -2.95491 -0.330
O -4.75341 -3.93571 -3.97594 0.148
C -5.89298 -4.52562 -3.51763 -0.500
O -6.67253 -5.14680 -4.22070 0.146
O -6.06039 -4.32973 -2.17410 0.077
F -3.01513 -2.98353 -2.93342 0.084
H -4.20201 -4.43332 -1.30293 0.154
H -5.12176 -2.95605 -0.93571 0.122
H -4.78074 -2.05135 -3.15570 0.146
C -6.12982 1.12600 -2.01307 -0.068
C -5.14628 0.63712 -3.02071 -0.336
O -4.59475 1.82346 -3.54541 0.143
C -4.67337 2.72987 -2.53105 -0.495
O -4.05609 3.78157 -2.50363 0.137
O -5.52311 2.31307 -1.54328 0.077
F -5.76979 -0.02221 -4.02280 0.080
H -7.10357 1.36575 -2.45319 0.152
H -6.27933 0.41297 -1.19783 0.146
H -4.34858 0.01337 -2.60342 0.169
C -2.65644 -3.28769 5.46545 -0.074
C -3.26513 -4.51533 4.87884 -0.330
O -3.64369 -5.26778 6.00906 0.143
C -3.90308 -4.34574 6.97820 -0.501
O -4.51529 -4.58624 8.00544 0.147
O -3.39991 -3.11530 6.65519 0.076
F -2.34730 -5.22371 4.18354 0.079
H -1.59788 -3.41723 5.71457 0.152
H -2.75874 -2.41872 4.80984 0.124
H -4.14295 -4.32553 4.25200 0.179
C 1.57084 6.84581 2.97824 -0.070
C 2.74762 5.96185 3.21384 -0.329
O 3.04819 5.46410 1.92979 0.136
C 2.64144 6.43793 1.06789 -0.503
O 2.97784 6.49981 -0.10295 0.126
O 1.81588 7.34238 1.67773 0.081
F 2.41623 4.91915 4.00796 0.086
H 0.62205 6.29888 2.98506 0.150
H 1.51103 7.66103 3.70434 0.148
H 3.62253 6.47865 3.62248 0.179
C 2.85310 -3.29913 -0.44975 -0.078
C 3.95547 -3.98833 -1.17878 -0.327
O 4.18595 -5.14650 -0.40910 0.144
C 2.98406 -5.43655 0.16363 -0.499
O 2.71100 -6.50953 0.67550 0.136
O 2.11808 -4.38024 0.08774 0.077
F 5.08134 -3.24000 -1.16979 0.081
H 3.21616 -2.66567 0.36653 0.153
H 2.23047 -2.69329 -1.11360 0.117
H 3.70492 -4.27292 -2.20628 0.180
C 3.13215 -6.49412 4.01310 -0.084
C 2.84775 -7.93075 4.29046 -0.329
O 3.35911 -8.12301 5.58985 0.142
C 3.24566 -6.90928 6.19867 -0.504
O 3.32555 -6.73791 7.40371 0.142
O 3.02344 -5.90714 5.29434 0.070
F 3.53119 -8.73036 3.44122 0.083
H 4.14228 -6.32983 3.62318 0.151
H 2.41196 -6.05423 3.31795 0.134
H 1.78368 -8.18945 4.27152 0.180
C 5.98552 4.40270 -1.16369 -0.067
C 6.50850 5.04425 -2.40329 -0.323
O 6.12058 4.15324 -3.42432 0.156
C 4.98101 3.56333 -2.96601 -0.489
O 4.20146 2.94216 -3.66908 0.100
O 4.81360 3.75923 -1.62248 0.064
F 7.85886 5.10543 -2.38180 0.087
H 6.67198 3.65564 -0.75131 0.153
H 5.75223 5.13291 -0.38409 0.143
H 6.09325 6.03761 -2.60408 0.182
```

***

Entry 2:
# C5H10N2O

C5H10N2O in the gas phase in a non-equilibrium geometry (ωB97M-V with the def2-TZVPD basis set, OMol25).

**2S+1**: 1
**Calculated total energy**: -10372.2679 eV
**Charge**: 0
**Orbital gap**: 0.353 hartree
**E_LUMO**: 0.6 eV
**SMILES**: [H]/N=C\C[C@H](O)/C(C)=N\[H]

```
18
Properties=species:S:1:pos:R:3:lowdin_charge:R:1
C 1.06061 0.44050 0.05389 -0.352
C 0.73571 -0.37456 -1.20993 -0.111
C -0.74458 -0.60255 1.56695 -0.023
C -0.29776 0.58025 0.76339 -0.439
C -0.71754 -0.09601 -1.49009 -0.291
O 2.03978 -0.24802 0.80452 -0.013
N -0.98178 1.69407 0.88877 0.100
N -1.56040 -0.70382 -2.18329 0.087
H 2.24856 0.25816 1.60086 0.107
H 1.40896 1.44873 -0.22070 0.150
H -0.48718 2.50187 0.50758 0.056
H -1.19855 -1.54016 -2.65571 0.050
H 0.88291 -1.43485 -0.98488 0.126
H 1.37137 -0.08269 -2.04973 0.124
H -1.21543 0.82319 -0.73104 0.160
H -0.47202 -1.53744 1.08202 0.084
H -0.25195 -0.56190 2.54126 0.093
H -1.82069 -0.56476 1.71611 0.090
```

***

Entry 3:
# C3H5CsNaO3

A molecular structure, C3H5CsNaO3 in a non-equilibrium geometry (ωB97M-V with the def2-TZVPD basis set, OMol25).

**2S+1**: 2
**Calculated total energy**: -14295.3214 eV
**Charge**: 0
**Orbital gap (alpha / beta)**: 0.101 / 0.255 hartree
**Expectation value of S²**: 0.750
**E_LUMO (alpha / beta)**: -0.8 / -0.1 eV

```
13
Properties=species:S:1:pos:R:3:lowdin_spin:R:1
O -3.59093 0.52184 -0.11213 0.001
C -2.28951 0.96236 -0.08841 0.003
C -4.43513 1.67350 -0.05085 0.001
O -1.37775 0.13436 0.21282 0.036
O -2.36790 2.04322 0.80289 0.016
C -3.66542 2.61033 0.88837 0.002
Cs 2.02451 -2.46894 0.80753 0.612
H -5.40684 1.36601 0.34878 0.000
H -4.52906 2.11162 -1.05542 0.000
H -4.00107 2.55806 1.93198 0.001
H -3.52967 3.65247 0.57553 0.000
Na -0.26776 1.95299 1.85746 0.328
H -2.14364 1.29533 -1.56809 0.001
```